(1)
Formula: C11H15BrSi
Source: the OMol25 dataset
Level of theory: wB97M-V/def2-TZVPD

Summary:
2S+1   1
Total charge   0
HOMO (spin up / spin down)   -8.1 / -7.5 eV
Relative energy (zero: lowest compared OMol25 entry of this formula, charge and spin)   2.0642 eV

Last columns: bonded neighbours and bond lengths (Å).
Cartesian coordinates (Å):
1 C 0.42 4.69 -1.45  C2 1.390, C3 1.417, H14 1.102
2 C -0.16 4.00 -0.39  C1 1.390, C4 1.394, H15 1.147
3 C 1.54 4.14 -2.12  C1 1.417, C5 1.363, H16 1.151
4 C 0.31 2.75 0.01  C2 1.394, C6 1.344, H17 1.120
5 C 2.06 2.95 -1.68  C3 1.363, C6 1.442, H18 1.103
6 C 1.36 2.23 -0.65  C4 1.344, C5 1.442, C10 1.476
7 C 0.66 -0.02 0.19  C8 1.303, C10 1.513, H19 1.065
8 C 0.17 -1.06 -0.43  C7 1.303, Si12 1.885, H20 1.094
9 C -1.99 -5.05 2.29  C11 1.525, H21 1.079, H22 1.082, H23 1.114
10 C 1.79 0.86 -0.30  C6 1.476, C7 1.513, H24 1.088, H25 1.054
11 C -1.24 -4.98 0.97  C9 1.525, H26 1.000, H27 1.052
12 Si -1.37 -1.93 0.23  C8 1.885, Br13 2.201, H28 1.412
13 Br -2.08 -1.16 2.17  Si12 2.201
14 H -0.09 5.61 -1.77  C1 1.102
15 H -1.08 4.34 0.20  C2 1.147
16 H 2.02 4.72 -2.99  C3 1.151
17 H -0.26 2.18 0.79  C4 1.120
18 H 2.97 2.57 -2.18  C5 1.103
19 H 0.12 0.30 1.05  C7 1.065
20 H 0.79 -1.28 -1.30  C8 1.094
21 H -1.43 -5.45 3.12  C9 1.079
22 H -2.09 -4.00 2.51  C9 1.082
23 H -3.05 -5.39 2.17  C9 1.114
24 H 2.32 0.37 -1.11  C10 1.088
25 H 2.52 0.84 0.46  C10 1.054
26 H -1.62 -5.02 0.04  C11 1.000
27 H -0.30 -5.45 0.99  C11 1.052
28 H -2.27 -1.73 -0.83  Si12 1.412

***

(2)
Formula: C4H5NO2
Source: the OMol25 dataset
Level of theory: wB97M-V/def2-TZVPD

Summary:
2S+1   1
Total charge   0
Structure (SMILES)   NC1=CCOC1=O
HOMO   -9.0 eV
Relative energy (zero: lowest compared OMol25 entry of this formula, charge and spin)   0.3010 eV

Last columns: bonded neighbours and bond lengths (Å).
Cartesian coordinates (Å):
1 N 1.21 -1.08 1.19  C2 1.374, H8 1.009, H9 1.013
2 C 0.39 -0.40 0.33  N1 1.374, C3 1.337, C6 1.493
3 C 0.59 0.21 -0.85  C2 1.337, C4 1.500, H10 1.083
4 C -0.68 0.92 -1.21  C3 1.500, O5 1.432, H11 1.093, H12 1.097
5 O -1.67 0.43 -0.29  C4 1.432, C6 1.351
6 C -1.06 -0.32 0.65  C2 1.493, O5 1.351, O7 1.203
7 O -1.64 -0.84 1.57  C6 1.203
8 H 2.18 -0.81 1.18  N1 1.009
9 H 0.82 -1.15 2.13  N1 1.013
10 H 1.49 0.25 -1.44  C3 1.083
11 H -1.04 0.77 -2.23  C4 1.093
12 H -0.59 2.00 -1.03  C4 1.097

***

(3)
Formula: C30H75NO8
Source: the OMol25 dataset
Level of theory: wB97M-V/def2-TZVPD

Summary:
2S+1   1
Total charge   0
Structure (SMILES)   CC1(C)CCCC(C)(C)N1O.CC(C)O.CC(C)O.CC(C)O.CC(C)O.CC(C)O.CC(C)O.CC(C)O
HOMO   -8.7 eV
Relative energy (zero: lowest compared OMol25 entry of this formula, charge and spin)   0.1093 eV

Last columns: bonded neighbours and bond lengths (Å).
Cartesian coordinates (Å):
1 C 3.59 -1.48 0.57  C2 1.537, H12 1.090, H13 1.087, H14 1.075
2 C 4.09 -2.36 1.72  C1 1.537, C3 1.540, C4 1.568, N10 1.500
3 C 4.11 -3.79 1.17  C2 1.540, H15 1.084, H16 1.079, H17 1.073
4 C 5.56 -2.05 2.19  C2 1.568, C5 1.510, H18 1.094, H19 1.092
5 C 5.65 -0.77 3.00  C4 1.510, C6 1.516, H20 1.090, H21 1.104
6 C 4.64 -0.76 4.12  C5 1.516, C7 1.570, H22 1.081, H23 1.086
7 C 3.16 -1.07 3.69  C6 1.570, C8 1.511, C9 1.540, N10 1.488
8 C 2.33 -1.38 4.91  C7 1.511, H24 1.094, H25 1.077, H26 1.095
9 C 2.58 0.14 2.94  C7 1.540, H27 1.073, H28 1.075, H29 1.104
10 N 3.21 -2.36 2.94  C2 1.500, C7 1.488, O11 1.403
11 O 1.90 -2.71 2.57  N10 1.403, H30 0.959
12 H 4.07 -1.88 -0.33  C1 1.090
13 H 2.51 -1.52 0.65  C1 1.087
14 H 3.94 -0.47 0.71  C1 1.075
15 H 3.15 -4.01 0.72  C3 1.084
16 H 4.95 -3.96 0.52  C3 1.079
17 H 4.29 -4.45 2.00  C3 1.073
18 H 5.97 -2.88 2.77  C4 1.094
19 H 6.19 -2.06 1.30  C4 1.092
20 H 6.65 -0.62 3.42  C5 1.090
21 H 5.54 0.11 2.35  C5 1.104
22 H 4.55 0.17 4.66  C6 1.081
23 H 4.87 -1.57 4.81  C6 1.086
24 H 1.26 -1.45 4.71  C8 1.094
25 H 2.37 -0.58 5.63  C8 1.077
26 H 2.63 -2.33 5.36  C8 1.095
27 H 2.17 0.84 3.63  C9 1.073
28 H 1.70 -0.12 2.37  C9 1.075
29 H 3.35 0.62 2.31  C9 1.104
30 H 1.77 -3.51 3.08  O11 0.959
31 C -2.33 -2.43 -4.09  C32 1.560, H35 1.096, H36 1.101, H37 1.099
32 C -2.30 -3.41 -2.88  C31 1.560, C33 1.561, O34 1.458, H38 1.099
33 C -0.84 -3.69 -2.40  C32 1.561, H39 1.099, H40 1.092, H41 1.092
34 O -3.21 -2.87 -1.88  C32 1.458, H42 0.942
35 H -1.84 -2.91 -4.94  C31 1.096
36 H -1.78 -1.50 -3.87  C31 1.101
37 H -3.37 -2.28 -4.42  C31 1.099
38 H -2.77 -4.37 -3.15  C32 1.099
39 H -0.78 -4.24 -1.45  C33 1.099
40 H -0.19 -2.82 -2.39  C33 1.092
41 H -0.41 -4.36 -3.15  C33 1.092
42 H -3.09 -3.36 -1.08  O34 0.942
43 C -5.78 0.22 -2.90  C44 1.530, H47 1.102, H48 1.113, H49 1.106
44 C -4.35 0.74 -2.69  C43 1.530, C45 1.566, O46 1.388, H50 1.094
45 C -4.37 2.28 -2.44  C44 1.566, H51 1.093, H52 1.096, H53 1.096
46 O -3.67 0.07 -1.68  C44 1.388, H54 0.971
47 H -5.87 -0.87 -2.78  C43 1.102
48 H -6.10 0.50 -3.93  C43 1.113
49 H -6.43 0.72 -2.15  C43 1.106
50 H -3.84 0.62 -3.64  C44 1.094
51 H -5.03 2.43 -1.58  C45 1.093
52 H -4.64 2.84 -3.35  C45 1.096
53 H -3.41 2.62 -2.03  C45 1.096
54 H -3.63 -0.88 -1.86  O46 0.971
55 C -1.08 -0.88 0.80  C56 1.566, H59 1.097, H60 1.109, H61 1.089
56 C -0.61 0.55 0.39  C55 1.566, C57 1.577, O58 1.405, H62 1.088
57 C 0.24 0.50 -0.94  C56 1.577, H63 1.086, H64 1.093, H65 1.094
58 O -1.73 1.37 0.18  C56 1.405, H66 0.971
59 H -0.26 -1.62 0.89  C55 1.097
60 H -1.71 -1.28 -0.01  C55 1.109
61 H -1.64 -0.89 1.74  C55 1.089
62 H -0.05 1.02 1.20  C56 1.088
63 H 0.46 1.51 -1.26  C57 1.086
64 H -0.43 0.05 -1.68  C57 1.093
65 H 1.11 -0.16 -0.88  C57 1.094
66 H -2.29 1.06 -0.55  O58 0.971
67 C -3.71 0.11 4.67  C68 1.577, H71 1.090, H72 1.071, H73 1.107
68 C -2.55 0.53 5.65  C67 1.577, C69 1.524, O70 1.414, H74 1.082
69 C -1.38 -0.30 5.13  C68 1.524, H75 1.094, H76 1.096, H77 1.096
70 O -2.33 1.93 5.58  C68 1.414, H78 0.964
71 H -3.21 0.15 3.70  C67 1.090
72 H -4.57 0.75 4.68  C67 1.071
73 H -4.06 -0.92 4.83  C67 1.107
74 H -2.74 0.30 6.69  C68 1.082
75 H -0.51 -0.33 5.78  C69 1.094
76 H -1.05 0.18 4.19  C69 1.096
77 H -1.73 -1.29 4.82  C69 1.096
78 H -2.07 2.03 4.66  O70 0.964
79 C -1.59 4.69 1.47  C80 1.571, H83 1.074, H84 1.076, H85 1.095
80 C -1.98 4.11 2.88  C79 1.571, C81 1.558, O82 1.444, H86 1.105
81 C -3.36 4.70 3.30  C80 1.558, H87 1.086, H88 1.100, H89 1.080
82 O -2.09 2.67 2.81  C80 1.444, H90 0.980
83 H -2.53 4.81 0.95  C79 1.074
84 H -0.86 4.09 0.96  C79 1.076
85 H -1.17 5.70 1.54  C79 1.095
86 H -1.19 4.26 3.62  C80 1.105
87 H -3.73 4.33 4.25  C81 1.086
88 H -4.06 4.39 2.51  C81 1.100
89 H -3.21 5.77 3.27  C81 1.080
90 H -2.22 2.33 1.90  O82 0.980
91 C 4.01 -0.29 -3.50  C92 1.565, H95 1.077, H96 1.082, H97 1.093
92 C 3.07 -1.12 -4.43  C91 1.565, C93 1.526, O94 1.466, H98 1.096
93 C 1.87 -1.72 -3.71  C92 1.526, H99 1.079, H100 1.097, H101 1.092
94 O 2.57 -0.30 -5.53  C92 1.466, H102 0.967
95 H 4.69 -0.94 -2.97  C91 1.077
96 H 3.44 0.27 -2.77  C91 1.082
97 H 4.63 0.40 -4.08  C91 1.093
98 H 3.66 -1.93 -4.89  C92 1.096
99 H 1.39 -0.95 -3.13  C93 1.079
100 H 2.16 -2.57 -3.08  C93 1.097
101 H 1.21 -2.18 -4.45  C93 1.092
102 H 3.39 0.12 -5.81  O94 0.967
103 C -0.39 3.32 -3.49  C104 1.550, H107 1.116, H108 1.064, H109 1.085
104 C -0.24 2.05 -4.37  C103 1.550, C105 1.516, O106 1.399, H110 1.093
105 C -0.53 2.38 -5.82  C104 1.516, H111 1.089, H112 1.128, H113 1.081
106 O 1.07 1.59 -4.18  C104 1.399, H114 0.960
107 H 0.46 4.03 -3.58  C103 1.116
108 H -0.40 3.14 -2.44  C103 1.064
109 H -1.27 3.86 -3.82  C103 1.085
110 H -1.04 1.34 -4.14  C104 1.093
111 H -0.02 3.28 -6.16  C105 1.089
112 H -1.62 2.66 -5.91  C105 1.128
113 H -0.33 1.52 -6.44  C105 1.081
114 H 1.41 0.97 -4.82  O106 0.960

***

(4)
Formula: C5H6O
Source: the OMol25 dataset
Level of theory: wB97M-V/def2-TZVPD

Summary:
2S+1   1
Total charge   0
Structure (SMILES)   C#CC(=O)CC
HOMO   -10.3 eV
Relative energy (zero: lowest compared OMol25 entry of this formula, charge and spin)   1.9356 eV

Last columns: bonded neighbours and bond lengths (Å).
Cartesian coordinates (Å):
1 C 3.11 0.49 0.38  C2 1.219, H7 1.086
2 C 1.98 0.06 0.25  C1 1.219, C3 1.525
3 C 0.62 -0.46 -0.20  C2 1.525, O4 1.218, C5 1.534
4 O 0.61 -1.19 -1.18  C3 1.218
5 C -0.67 -0.08 0.54  C3 1.534, C6 1.545, H8 1.106, H9 1.099
6 C -1.83 0.03 -0.47  C5 1.545, H10 1.093, H11 1.096, H12 1.095
7 H 4.10 0.91 0.51  C1 1.086
8 H -0.93 -0.86 1.28  C5 1.106
9 H -0.57 0.87 1.09  C5 1.099
10 H -2.72 0.41 0.04  C6 1.093
11 H -2.11 -0.91 -0.95  C6 1.096
12 H -1.60 0.74 -1.28  C6 1.095

***

Which value of total charge does entry 2 give? 0